1.
The following is a DFT calculation (wB97M-V/def2-TZVPD) of 20 unconnected molecules or ions with the total composition C37H114N3O23 at a distorted geometry.

Summary:
**Frontier orbital gap**: 9.00 eV
**Net charge**: +1
**E**: -3372.1259 Eh
**LUMO level**: -1.91 eV

Last column: Löwdin charge in e.
Positions of all 177 atoms, in Å:
C 2.1478 0.7003 0.4376  -0.11
C 0.9637 -0.3410 0.1556  -0.25
C 0.9264 -0.8693 -1.3739  -0.13
C 0.5770 0.3869 -2.3354  -0.16
O -0.7826 0.3675 -2.8444  -0.08
N -1.6919 0.6837 -1.8803  -0.10
C -1.8270 2.1811 -1.6457  -0.01
C -2.9366 2.5139 -0.5287  -0.27
N -3.4848 3.8639 -0.8503  -0.08
C -2.3580 4.8558 -1.1060  -0.04
C -4.2442 4.4817 0.2599  -0.39
C -3.8293 4.5154 1.8089  -0.01
O -5.3054 5.1008 -0.0325  0.04
N -3.9341 1.4536 -0.2818  0.07
C -4.2436 0.5816 -1.4300  -0.36
C -4.6663 -0.8622 -0.8040  -0.12
C -3.4311 -1.6303 -0.1247  -0.18
C -4.0803 -2.7800 0.8238  -0.15
C -4.5479 -2.2136 2.2494  -0.23
O -4.0296 -3.1035 3.2824  -0.13
C -5.5177 1.0391 -2.3205  -0.06
C -6.4557 2.1177 -1.6032  -0.36
C -7.1047 1.6363 -0.2267  -0.04
O -7.5631 2.3721 -2.5293  -0.09
C -3.0480 0.2777 -2.4438  -0.02
H 1.8942 1.7264 -0.0465  0.06
H 3.1639 0.3689 0.0114  0.09
H 2.2185 0.9133 1.5663  0.08
H -0.0198 0.2098 0.4162  0.10
H 1.0017 -1.2284 0.8867  0.10
H 1.9424 -1.3096 -1.6283  0.12
H 0.1119 -1.6751 -1.4366  0.12
H 1.2610 0.2554 -3.2531  0.15
H 0.8788 1.3817 -1.8696  0.11
H -1.5894 0.1652 -0.9883  0.16
H -2.0369 2.6328 -2.6714  0.16
H -0.8247 2.5699 -1.2393  0.14
H -2.3428 2.6379 0.4599  0.16
H -1.5370 4.5991 -0.3526  0.10
H -2.0108 4.8611 -2.1875  0.10
H -2.7296 5.9106 -0.8682  0.10
H -3.4606 3.5135 2.1996  0.05
H -3.0236 5.3371 1.8997  0.10
H -4.6883 4.8833 2.4808  0.11
H -3.8000 0.9549 0.6044  0.10
H -4.9579 -1.4949 -1.7249  0.12
H -5.6011 -0.8031 -0.1606  0.12
H -2.7156 -2.1150 -0.8665  0.11
H -2.8137 -0.9500 0.5691  0.10
H -3.3539 -3.6486 1.0057  0.12
H -4.9958 -3.1845 0.2562  0.12
H -4.1527 -1.1718 2.4919  0.10
H -5.6851 -2.2133 2.3920  0.13
H -3.0450 -3.1428 3.1556  0.07
H -5.2422 1.4268 -3.3536  0.11
H -6.1730 0.1079 -2.4927  0.13
H -5.8685 3.0898 -1.5448  0.12
H -8.0327 2.2195 0.0871  0.09
H -6.3300 1.7979 0.6108  0.06
H -7.4032 0.5272 -0.2326  0.09
H -8.3609 2.6059 -2.0049  0.09
H -3.0513 -0.8024 -2.8201  0.14
H -3.1616 0.9235 -3.3922  0.15
C 2.6177 5.0738 0.1617  -0.15
O 2.4636 4.2806 -1.0163  -0.16
H 2.6263 4.4169 1.0310  0.08
H 3.5606 5.6210 0.1136  0.09
H 1.7862 5.7709 0.2449  0.06
H 2.4602 4.8860 -1.7675  0.06
C 1.6696 6.8299 3.2228  -0.14
O 1.9463 7.1542 1.8672  -0.15
H 2.3119 6.0044 3.5252  0.06
H 1.8725 7.6975 3.8561  0.08
H 0.6225 6.5302 3.3230  0.07
H 1.3650 7.8868 1.6259  0.09
C -4.7728 1.2998 4.0462  -0.11
O -4.5142 1.6225 2.6839  -0.18
H -4.1310 0.4699 4.3429  0.07
H -4.5565 2.1649 4.6771  0.07
H -5.8186 1.0063 4.1629  0.09
H -5.0947 2.3580 2.4499  0.05
C -0.3677 -1.8311 3.8168  -0.14
O -0.7863 -2.4879 2.6254  -0.15
H -1.1496 -1.1410 4.1303  0.06
H -0.2006 -2.5700 4.6039  0.09
H 0.5531 -1.2731 3.6269  0.08
H -0.0785 -3.0931 2.3678  0.07
C -0.0765 -5.8685 0.5652  -0.15
O 1.1878 -5.2859 0.2830  -0.14
H -0.5813 -5.2640 1.3199  0.06
H -0.6821 -5.8917 -0.3446  0.08
H 0.0619 -6.8827 0.9479  0.08
H 1.6147 -5.8376 -0.3857  0.06
C -3.6573 8.8102 -0.1227  -0.16
O -2.3096 9.1261 -0.4465  -0.14
H -3.7337 8.6548 0.9536  0.08
H -4.3099 9.6359 -0.4156  0.08
H -3.9557 7.8954 -0.6420  0.06
H -2.2690 9.2583 -1.4015  0.08
C 3.9520 -5.1034 -2.6742  -0.15
O 4.1118 -6.0789 -1.6501  -0.13
H 2.8915 -5.0148 -2.9147  0.08
H 4.3256 -4.1376 -2.3221  0.08
H 4.5000 -5.4133 -3.5657  0.05
H 5.0557 -6.1369 -1.4574  0.08
C 4.0220 -4.2700 -6.3174  -0.14
O 4.6553 -5.3609 -5.6603  -0.16
H 4.2464 -3.3529 -5.7725  0.08
H 4.4016 -4.1862 -7.3382  0.09
H 2.9403 -4.4263 -6.3331  0.08
H 4.4416 -6.1581 -6.1616  0.10
C 7.2064 -3.2579 -4.5343  -0.15
O 7.0933 -3.3767 -5.9443  -0.13
H 7.6832 -2.3063 -4.2978  0.07
H 6.2108 -3.2865 -4.0814  0.06
H 7.8179 -4.0753 -4.1439  0.08
H 6.6691 -4.2263 -6.1247  0.05
C -3.1675 4.4610 5.6939  -0.17
O -3.0375 3.4786 6.7098  -0.13
H -4.2232 4.5741 5.4452  0.08
H -2.7767 5.4162 6.0533  0.08
H -2.6174 4.1430 4.8035  0.07
H -2.0971 3.3982 6.9108  0.08
C -5.2708 -0.9557 -5.2248  -0.14
O -5.1429 -1.9516 -4.2178  -0.13
H -6.3256 -0.8361 -5.4705  0.09
H -4.8757 -0.0065 -4.8562  0.05
H -4.7236 -1.2669 -6.1179  0.08
H -4.2030 -2.0384 -4.0203  0.06
C 5.3816 4.5103 3.1660  -0.14
O 4.3325 5.3938 2.8002  -0.16
H 5.0611 3.4853 2.9755  0.07
H 6.2716 4.7270 2.5700  0.08
H 5.6083 4.6261 4.2289  0.08
H 4.6413 6.2932 2.9786  0.05
C 9.3058 0.6206 -4.4270  -0.16
O 9.4654 -0.3540 -3.4058  -0.14
H 8.2456 0.7094 -4.6652  0.08
H 9.6795 1.5864 -4.0776  0.07
H 9.8519 0.3114 -5.3215  0.08
H 10.4092 -0.4135 -3.2142  0.08
C 3.3225 -9.0387 0.8594  -0.13
O 3.0204 -9.5485 -0.4354  -0.14
H 3.2372 -9.8453 1.5857  0.07
H 4.3435 -8.6482 0.8704  0.08
H 2.6154 -8.2458 1.1151  0.07
H 3.1035 -8.8127 -1.0577  0.07
C -2.3493 -0.9178 7.4708  -0.14
O -2.4574 -1.0461 6.0592  -0.15
H -1.8734 0.0353 7.7016  0.08
H -3.3444 -0.9427 7.9211  0.08
H -1.7393 -1.7320 7.8700  0.08
H -2.8812 -1.8962 5.8820  0.08
C 5.8443 8.8727 4.7693  -0.14
O 5.6892 8.0872 3.5943  -0.14
H 5.8538 8.2112 5.6354  0.08
H 6.7877 9.4215 4.7239  0.08
H 5.0099 9.5724 4.8584  0.08
H 5.6840 8.6943 2.8438  0.09
C 5.0994 -10.8580 -2.9672  -0.17
O 5.5169 -10.6797 -1.6243  -0.13
H 5.8629 -11.4249 -3.5005  0.08
H 4.1567 -11.4112 -2.9905  0.08
H 4.9721 -9.8834 -3.4477  0.07
H 4.8235 -10.1753 -1.1749  0.03
C 0.7491 -10.9745 3.2389  -0.15
O 1.7524 -10.0206 3.5595  -0.14
H 1.1647 -11.6998 2.5394  0.08
H 0.4276 -11.4915 4.1464  0.08
H -0.1034 -10.4723 2.7743  0.07
H 1.3606 -9.3922 4.1779  0.08
C 0.6270 3.1085 -4.5327  -0.13
O 0.1123 4.2825 -3.9178  -0.13
H 0.0285 2.8801 -5.4148  0.09
H 1.6643 3.2753 -4.8326  0.09
H 0.5712 2.2747 -3.8312  0.03
H 0.6588 4.4612 -3.1416  0.06

***

2.
The following is a DFT calculation (wB97M-V/def2-TZVPD) of a molecular structure, C37H15CrF15GeNS5.

Summary:
**<S²>**: 3.855
**Frontier orbital gap (spin up / spin down)**: 5.67 / 6.15 eV
**E**: -8084.0394 Eh
**LUMO level (spin up / spin down)**: -1.11 / -0.63 eV
**Multiplicity**: 4

Last column: Mulliken spin population.
Positions of all 75 atoms, in Å:
Cr -0.0798 -0.5419 -1.8073  3.13
S 1.1970 -3.1760 -3.0378  0.06
C 2.8290 -3.1249 -2.4731  -0.01
C 3.6441 -4.2459 -2.2489  0.00
C 4.9326 -4.1137 -1.7722  0.00
C 5.4736 -2.8584 -1.4970  0.00
C 4.7033 -1.7290 -1.7209  0.00
C 3.4067 -1.8822 -2.1916  0.00
S 2.3634 -0.5211 -2.6280  0.03
C 2.9035 0.7604 -1.4597  -0.02
C 1.9449 1.8912 -1.6618  0.01
C 2.3465 3.2172 -1.5929  0.00
C 1.4480 4.2075 -1.9420  0.00
C 0.1902 3.8486 -2.3947  0.00
C -0.1516 2.5083 -2.4266  0.01
C -1.4820 2.0797 -2.9763  0.02
S -1.3677 0.3648 -3.5686  -0.10
C -2.9828 -0.2620 -3.1546  0.00
C -4.1354 0.4152 -3.5208  0.00
C -5.3640 -0.1247 -3.1771  0.00
C -5.4108 -1.3344 -2.4920  0.00
C -4.2500 -2.0062 -2.1494  0.01
C -3.0014 -1.4779 -2.4752  0.00
S -1.4952 -2.3391 -2.1530  -0.09
N 0.6951 1.5528 -2.0158  -0.05
H 3.2307 -5.2266 -2.4467  0.00
H 5.5302 -5.0018 -1.6077  0.00
H 6.4860 -2.7625 -1.1288  0.00
H 5.1264 -0.7489 -1.5428  0.00
H 3.9173 1.1083 -1.6523  0.00
H 2.8700 0.3580 -0.4434  0.01
H 3.3608 3.4529 -1.3001  0.00
H 1.7356 5.2491 -1.8961  0.00
H -0.5141 4.5930 -2.7389  0.00
H -1.7619 2.7345 -3.8005  0.00
H -2.2509 2.1179 -2.2041  0.00
H -4.0770 1.3482 -4.0679  0.00
H -6.2773 0.3873 -3.4469  0.00
H -6.3679 -1.7590 -2.2182  0.00
H -4.3008 -2.9441 -1.6121  0.00
F 2.1741 -0.1016 2.8515  0.00
C 1.9390 1.1462 2.4212  0.00
C 0.6884 1.5096 1.9478  0.00
C 0.5511 2.8315 1.5495  0.00
F -0.6221 3.2719 1.0830  0.00
C 1.5842 3.7461 1.6164  0.00
F 1.4055 5.0102 1.2299  0.00
C 2.8251 3.3374 2.0753  0.00
F 3.8368 4.1983 2.1166  0.00
C 3.0072 2.0280 2.4818  0.00
F 4.1945 1.6296 2.9325  0.00
Ge -0.8085 0.2551 1.6957  0.04
S -1.6329 0.4094 -0.3057  -0.08
C -0.1440 -1.5482 2.0332  0.01
C -0.4117 -2.3027 3.1583  -0.01
F -1.1985 -1.8252 4.1310  0.00
C 0.1288 -3.5650 3.3424  0.00
F -0.1522 -4.2702 4.4341  0.00
C 0.9840 -4.0861 2.3878  0.00
F 1.5241 -5.2840 2.5674  0.00
C 1.2959 -3.3528 1.2498  0.02
F 2.1582 -3.8333 0.3757  0.00
C 0.7061 -2.1152 1.1079  0.04
F 1.0626 -1.3606 0.0102  -0.02
C -2.2965 0.6412 2.9006  0.01
C -2.3780 1.7349 3.7430  0.00
F -1.3486 2.5865 3.8560  0.00
C -3.4949 1.9954 4.5196  0.00
F -3.5330 3.0577 5.3225  0.00
C -4.5772 1.1358 4.4568  0.00
F -5.6571 1.3689 5.1938  0.00
C -4.5311 0.0264 3.6272  0.00
F -5.5703 -0.8033 3.5709  0.00
C -3.3972 -0.2006 2.8708  -0.01
F -3.3764 -1.2855 2.0891  0.00